No. 1
{"formula": "C12H36AlN6O2P2", "method": "wB97M-V/def2-TZVPD", "total_charge": 3, "spin_multiplicity": 1, "relative_energy_ev": 10.736, "homo_ev": -16.977, "lumo_ha": -0.4947, "total_energy_ev": -51197.4062, "max_force_ev_per_a": 10.91, "orbital_gap_ev": 3.515, "symbols": ["Al", "O", "P", "N", "C", "C", "N", "C", "C", "N", "C", "C", "H", "H", "H", "H", "H", "H", "H", "H", "H", "H", "H", "H", "H", "H", "H", "H", "H", "H", "O", "P", "N", "C", "C", "N", "C", "C", "N", "C", "C", "H", "H", "H", "H", "H", "H", "H", "H", "H", "H", "H", "H", "H", "H", "H", "H", "H", "H"], "positions_angstrom": [[1.0861, -0.2524, -2.6092], [-0.2935, -0.7308, -2.1286], [-1.2111, -1.4960, -1.2105], [-1.7959, -0.3874, -0.0556], [-1.0567, 0.1735, 1.0810], [-2.7433, 0.4790, -0.6162], [-0.6321, -2.6874, -0.0886], [-1.4391, -3.2031, 0.9975], [0.7418, -2.7850, 0.1798], [-2.5740, -2.1845, -1.9775], [-2.4395, -2.9731, -3.2161], [-3.7762, -2.5827, -1.2160], [-1.6899, 0.6290, 1.8423], [-0.1818, 0.7701, 0.8225], [-0.5858, -0.6661, 1.5923], [-3.7350, 0.0919, -0.3823], [-2.6338, 0.5482, -1.6984], [-2.7030, 1.5043, -0.2484], [-2.3395, -2.6860, 1.3294], [-1.8417, -4.1472, 0.6305], [-0.7629, -3.4999, 1.7993], [1.2160, -2.6488, -0.7922], [1.1422, -2.0447, 0.8723], [0.8371, -3.7572, 0.6633], [-3.3421, -3.5456, -3.4301], [-2.1733, -2.2524, -3.9892], [-1.6000, -3.6680, -3.1950], [-3.8271, -3.6510, -1.0058], [-4.6987, -2.3637, -1.7537], [-3.8617, -2.0817, -0.2517], [1.4626, 0.6376, -1.4520], [1.4775, 1.4412, -0.1704], [0.6383, 2.8669, -0.0564], [-0.7489, 2.9163, 0.2890], [1.0478, 4.0799, -0.8080], [3.1399, 1.9174, 0.2229], [3.4782, 3.0551, 1.0966], [4.2193, 0.9539, 0.1736], [0.9877, 0.4612, 1.1080], [1.1738, -0.9793, 1.0091], [0.9849, 1.0074, 2.5154], [-0.9999, 2.3101, 1.1594], [-1.4734, 2.4364, -0.3690], [-0.9489, 3.9814, 0.4060], [1.1324, 4.9224, -0.1215], [0.4233, 4.3867, -1.6471], [1.9925, 4.0360, -1.3499], [3.5201, 2.8428, 2.1649], [4.5212, 3.3585, 1.0067], [2.7763, 3.8775, 0.9576], [5.1411, 1.5101, 0.0033], [4.1878, 0.3857, 1.1033], [4.0591, 0.2610, -0.6525], [0.8075, -1.4673, 1.9123], [0.7631, -1.2896, 0.0483], [2.2636, -0.9777, 1.0288], [1.5455, 0.2808, 3.1035], [-0.0437, 0.8649, 2.8468], [1.3856, 2.0210, 2.5261]], "forces_ev_per_angstrom": [[4.3, -2.7, -8.9], [-5.5, -3.3, 0.2], [-5.9, -3.5, 4.6], [2.0, 0.3, 0.2], [-6.6, -4.9, 0.2], [-2.5, 1.5, -1.0], [0.8, 3.1, -1.8], [-1.4, -1.9, 0.0], [0.2, -8.4, -1.1], [1.6, 1.2, 1.3], [1.4, 0.7, -0.7], [-0.4, 0.0, 0.9], [-0.6, 0.2, -0.6], [-1.8, 0.6, -0.6], [-1.4, 0.3, 0.0], [-0.3, 0.2, -0.2], [-0.3, 0.0, -0.1], [-0.3, -0.6, 0.2], [0.6, 0.7, 0.0], [-0.1, -0.3, 0.1], [-0.3, 0.4, 0.3], [1.1, -0.4, 0.1], [0.6, -10.8, -1.1], [0.8, -0.7, -0.8], [0.0, 0.4, 0.0], [-0.5, -0.3, -0.5], [-0.1, -0.3, 0.3], [0.4, -0.1, -0.1], [0.3, 0.3, -0.4], [0.2, 0.1, -0.1], [2.8, 4.8, 5.9], [5.7, 5.3, 3.9], [1.4, -1.9, -1.4], [-1.6, 0.1, 0.8], [1.0, 0.8, -0.8], [-2.9, 0.0, -1.4], [-0.6, 0.4, 0.7], [-0.6, -0.6, -0.4], [5.5, 4.1, 0.9], [2.0, 9.4, 0.2], [0.2, -0.7, -0.8], [0.5, 1.3, 0.6], [0.8, 1.0, -1.0], [-0.6, -0.3, 0.3], [-0.2, -0.1, 0.1], [-0.9, -0.5, 0.4], [0.4, -0.7, 0.6], [-0.7, -0.6, 0.3], [-0.1, 0.2, -1.1], [0.4, 0.0, -0.1], [0.1, -0.4, 0.2], [0.8, -0.1, 0.1], [0.2, -0.1, -0.1], [-0.5, 1.4, 0.9], [-0.4, 5.2, -0.2], [0.5, -1.0, -0.3], [0.5, 0.4, 0.1], [0.2, 0.8, 0.4], [-0.3, -0.2, 0.4]], "nbo_charge": [1.834, -1.257, 2.421, -0.685, -0.430, -0.438, -0.751, -0.452, -0.293, -0.782, -0.419, -0.424, 0.271, 0.293, 0.207, 0.248, 0.220, 0.222, 0.243, 0.247, 0.235, 0.176, 0.156, 0.241, 0.268, 0.215, 0.208, 0.227, 0.252, 0.208, -1.274, 2.447, -0.779, -0.424, -0.454, -0.731, -0.435, -0.411, -0.689, -0.559, -0.417, 0.208, 0.192, 0.267, 0.248, 0.246, 0.251, 0.209, 0.259, 0.223, 0.260, 0.192, 0.196, 0.268, 0.210, 0.286, 0.251, 0.231, 0.267]}

No. 2
{"formula": "C12H36InO6S6", "method": "wB97M-V/def2-TZVPD", "total_charge": 2, "s2": 0.759, "spin_multiplicity": 2, "homo_ev": [-13.727, -13.531], "lumo_ha": [-0.1795, -0.3528], "total_energy_ev": -95476.6562, "max_force_ev_per_a": 2.29, "orbital_gap_ev": [8.843, 3.930], "symbols": ["In", "C", "S", "O", "C", "H", "H", "H", "H", "H", "H", "C", "S", "O", "C", "H", "H", "H", "H", "H", "H", "C", "S", "O", "C", "H", "H", "H", "H", "H", "H", "C", "S", "O", "C", "H", "H", "H", "H", "H", "H", "C", "S", "O", "C", "H", "H", "H", "H", "H", "H", "C", "S", "O", "C", "H", "H", "H", "H", "H", "H"], "positions_angstrom": [[0.0723, 0.2659, -0.2312], [-2.9128, 1.9275, 4.0884], [-1.1674, 2.1623, 3.4340], [-1.1109, 1.2076, 2.2547], [-1.3560, 3.8941, 2.8542], [-2.8331, 0.9718, 4.6063], [-3.7145, 1.8512, 3.3539], [-3.2014, 2.7019, 4.7992], [-0.5458, 4.5658, 2.5706], [-1.7213, 4.4376, 3.7256], [-2.0830, 3.6984, 2.0660], [-1.6320, -2.4713, 3.5248], [0.2251, -2.1298, 3.3393], [0.3801, -1.2825, 2.1125], [0.3464, -1.0666, 4.8051], [-1.8295, -2.6057, 4.5883], [-1.9387, -3.3419, 2.9451], [-2.2233, -1.6514, 3.1172], [-0.2250, -1.4571, 5.6471], [0.0283, -0.0426, 4.6090], [1.3331, -1.0289, 5.2667], [5.1176, 1.3716, -1.3175], [3.6278, 1.8918, -2.2234], [2.4205, 1.2174, -1.6313], [3.7976, 3.6150, -1.7143], [5.9197, 1.9373, -1.7916], [5.2218, 0.2878, -1.2664], [5.0057, 1.6833, -0.2791], [2.8801, 4.1436, -1.9725], [4.5664, 4.0866, -2.3264], [3.9742, 3.7080, -0.6427], [-4.4096, 3.4575, 0.2221], [-2.9265, 3.2257, -0.8815], [-1.9987, 2.2900, -0.1316], [-3.8150, 2.0992, -2.0570], [-4.1629, 4.0327, 1.1145], [-4.7742, 2.4926, 0.5746], [-5.2178, 3.9559, -0.3131], [-3.2434, 1.8612, -2.9541], [-4.6518, 2.7368, -2.3421], [-4.0819, 1.0938, -1.7313], [1.3944, -3.0591, -4.3120], [1.1187, -1.2232, -4.2307], [0.9519, -0.8622, -2.7599], [2.8241, -0.6279, -4.6331], [2.2293, -3.1405, -5.0081], [0.6080, -3.7150, -4.6856], [1.8324, -3.4324, -3.3864], [3.4934, -0.6268, -3.7727], [2.8956, 0.3280, -5.1520], [3.3176, -1.3235, -5.3118], [1.1392, -5.0590, -1.4267], [0.8896, -3.7912, -0.0833], [0.8813, -2.4871, -0.8222], [-0.8612, -4.2379, 0.1656], [1.0072, -6.0442, -0.9795], [2.1798, -4.9589, -1.7352], [0.5844, -4.8184, -2.3336], [-1.0253, -5.2458, 0.5469], [-1.4467, -4.0361, -0.7313], [-1.1535, -3.4324, 0.8393]], "forces_ev_per_angstrom": [[0.2, -0.3, 0.3], [0.7, 0.1, 0.1], [-0.6, -0.2, -0.1], [0.3, 0.6, 0.3], [-0.8, -0.4, 0.4], [-0.1, 0.1, 0.0], [0.5, 0.1, -0.5], [0.4, 0.0, 0.1], [0.6, -1.1, -0.5], [-0.7, -0.2, 0.0], [-0.1, 0.9, 0.0], [0.7, 0.2, -0.2], [-1.6, -0.1, 0.6], [0.2, 0.1, -0.6], [0.1, 0.3, 0.8], [-0.1, -0.1, -0.2], [0.4, -0.2, 0.2], [0.4, 0.4, 0.2], [-0.5, -0.2, -0.3], [-0.1, -0.2, -0.3], [0.4, -0.1, -0.8], [-0.7, 0.2, 0.4], [0.7, -0.2, 0.1], [-0.2, 0.4, 0.5], [-0.8, 0.2, -0.1], [0.2, -0.4, 0.1], [0.2, 0.1, -0.7], [0.0, 0.2, 0.0], [-0.1, -0.2, 0.0], [0.3, -0.2, 0.2], [0.1, 0.0, -0.1], [0.3, -0.3, 0.0], [-1.2, -2.0, 0.1], [0.4, 0.3, 0.0], [0.2, 0.9, -0.5], [0.3, 0.2, -0.3], [0.2, -0.2, -0.3], [0.2, 0.1, -0.2], [0.4, 0.7, 0.0], [-0.3, -0.5, -0.2], [-0.3, 0.4, 1.0], [1.4, 0.3, -0.2], [0.5, 0.0, 0.7], [-0.1, -0.1, -0.8], [0.7, -0.7, -0.4], [-0.2, 0.0, -0.3], [-0.4, 0.7, 0.2], [-0.4, 0.4, 0.2], [-0.6, 0.1, 0.4], [-0.7, 0.1, 0.3], [-0.4, -0.2, -0.2], [1.0, 0.8, 0.6], [-0.6, -1.6, -1.2], [-0.3, 0.5, 0.2], [0.2, 1.2, 0.1], [-0.3, 0.0, -0.3], [0.2, -0.1, 0.3], [-0.7, -0.2, 0.5], [0.2, 0.2, 0.1], [0.3, -0.3, -0.3], [-0.3, -0.4, 0.5]], "nbo_charge": [1.332, -0.788, 1.213, -1.009, -0.822, 0.235, 0.239, 0.244, 0.262, 0.245, 0.233, -0.791, 1.251, -1.025, -0.845, 0.241, 0.234, 0.241, 0.248, 0.243, 0.258, -0.808, 1.249, -0.999, -0.828, 0.250, 0.251, 0.236, 0.252, 0.260, 0.240, -0.803, 1.237, -1.026, -0.804, 0.240, 0.238, 0.251, 0.242, 0.237, 0.245, -0.800, 1.241, -0.826, -0.810, 0.247, 0.264, 0.252, 0.248, 0.264, 0.248, -0.795, 1.262, -1.004, -0.821, 0.251, 0.230, 0.232, 0.255, 0.240, 0.224]}